Here is a structure of composition C36H90Cl2N6O8Tl in a non-equilibrium geometry from the OMol25 dataset. Energies are from ωB97M-V/def2-TZVPD.

Geometry (Å):
Tl  -0.6702  1.3266  -2.9725
Cl  -1.3811  1.3896  -0.4966
Cl  -2.3884  2.1294  -4.2982
O  -2.8752  -0.3581  -2.9659
O  4.3463  1.7653  -3.1357
O  -5.8809  3.4531  0.0415
O  -2.3926  -3.3522  0.7188
O  3.8514  -3.1514  3.9681
O  0.3213  3.6991  -2.6192
O  -0.2316  -4.2878  -3.5123
O  0.0074  1.6590  2.4844
N  -2.6405  -3.1033  2.0693
N  2.3306  -3.3951  -2.2867
N  0.6651  2.2331  -5.0760
N  -0.5117  -0.7180  -4.5054
N  1.5016  0.5141  -2.1332
N  0.4915  2.1271  3.6885
C  2.0021  2.2013  3.6133
C  -2.3261  -1.7738  4.6158
C  5.6873  1.3778  -3.4337
C  2.4342  1.0347  -0.0600
C  2.5956  3.1457  2.5831
C  -1.1496  -4.8912  2.6609
C  2.4769  0.7938  3.4026
C  -2.8925  -1.3121  -3.9820
C  -2.5359  -0.5861  1.6764
C  1.7368  3.8490  5.5440
C  -4.6415  -1.9647  1.5737
C  1.6502  -4.4967  -0.2274
C  -1.8103  -1.2134  -5.0933
C  -4.2044  0.0667  -2.5175
C  1.5107  3.3487  -4.7198
C  -3.3131  -1.7714  2.2395
C  -0.2291  -2.5451  2.5000
C  1.5218  -4.4488  -1.7399
C  2.4996  2.6698  4.9969
C  0.2450  3.5822  5.5490
C  0.7626  4.3476  -3.8401
C  4.0127  1.0924  -1.9913
C  -3.5512  -1.5843  3.7390
C  -0.1596  4.6015  -1.6157
C  -0.3370  3.1940  4.1847
C  -0.1497  -5.6288  -4.0160
C  -1.5713  -2.4360  -5.9646
C  -1.7959  2.7208  4.3453
C  2.1121  4.0507  -5.9706
C  2.6207  1.3572  -1.5645
C  -1.4384  -3.4307  2.8854
C  4.2568  -4.5329  3.8852
C  0.0563  -4.2601  -2.0729
C  -4.9671  3.4609  -1.0304
C  -1.7967  -3.1113  4.3774
C  -0.3035  4.3574  3.2040
H  -0.6849  4.1718  2.1827
H  0.7675  -4.9883  0.2529
H  -4.9490  4.4294  -1.5256
H  1.4192  1.2051  0.2304
H  -4.0089  3.1160  -0.6040
H  -5.1543  2.6276  -1.7369
H  -6.8254  3.3992  -0.2776
H  6.3572  1.7153  -2.7229
H  -3.8289  -1.2149  -4.5919
H  2.1149  4.1031  6.5371
H  -0.5985  -5.0460  -1.6434
H  1.8319  3.3564  1.9031
H  -1.8396  -2.6563  0.3167
H  -1.7224  1.8161  4.9134
H  4.2077  -5.0903  4.8400
H  0.6345  5.1917  -1.1445
H  -0.7082  -5.0771  1.6462
H  -0.8433  5.3865  -1.9994
H  2.2342  0.4787  2.4270
H  1.8582  -0.0973  -2.8910
H  1.8544  -5.4644  -2.0586
H  -2.5290  -2.5477  -6.4727
H  3.0217  1.6007  0.6274
H  2.6864  -0.0155  0.2871
H  1.6293  -3.5272  0.2164
H  0.9045  -5.9712  -4.1535
H  3.7775  -5.0951  3.0959
H  2.5563  3.2784  -6.6635
H  -4.3253  -2.3137  4.0840
H  -0.5922  -5.6629  -5.0035
H  -0.6716  -6.3553  -3.3286
H  -4.0279  -0.6078  3.9300
H  5.8815  1.6178  -4.4674
H  -0.1324  4.6984  -4.3865
H  -0.2978  -3.2907  -1.7764
H  5.3246  -4.5243  3.5877
H  -0.2724  4.4177  6.0179
H  -0.1729  2.6077  -5.6289
H  2.4059  1.8400  5.6923
H  2.5152  -3.4727  -3.2584
H  0.6317  -2.9981  2.9410
H  -0.5498  -5.2915  3.5096
H  0.0519  2.7816  6.2882
H  -4.5372  -1.7254  0.4688
H  -2.9082  -2.2608  -3.4714
H  1.1687  1.6265  -5.7216
H  -4.6785  0.5639  -3.2937
H  -5.3420  -1.2177  2.0212
H  2.3403  2.9828  -4.0675
H  1.1894  -0.0429  -1.3432
H  4.0679  -2.8539  4.8368
H  -2.5696  -3.8592  4.6712
H  -0.8857  -2.1893  -6.7431
H  -2.3697  3.4766  4.8242
H  1.3828  5.2169  -3.5840
H  -0.0658  -2.4048  1.4266
H  -1.5109  -1.0217  4.4881
H  5.8054  0.2552  -3.4216
H  -4.0118  0.7085  -1.6900
H  3.5241  2.7961  2.1419
H  -2.5815  -1.6939  5.7174
H  -3.1935  0.3046  1.5212
H  -1.2542  -3.3403  -5.3733
H  -4.9802  -2.9774  1.7024
H  2.9428  4.6702  -5.6849
H  1.2632  4.6133  -6.4213
H  -4.8805  -0.7568  -2.2601
H  -1.7518  -0.1381  2.3329
H  4.7508  1.4327  -1.1908
H  1.8516  4.6782  4.9017
H  2.3994  2.4281  -1.8111
H  -2.1776  2.5647  3.3765
H  0.1520  -0.6623  -5.3274
H  -0.9198  -3.3177  5.0025
H  -0.2196  -1.5333  2.9565
H  3.2703  -3.3071  -1.9009
H  4.2846  0.0002  -2.1010
H  -0.9620  5.1532  3.5350
H  0.6644  4.8716  3.0407
H  2.5175  -5.0629  0.0344
H  -0.5805  3.9831  -0.8436
H  -2.0672  -5.5084  2.6843
H  1.8919  0.3156  4.2124
H  3.5376  2.8495  4.8286
H  -2.1209  -0.7976  0.7189
H  2.9003  4.1491  2.9966
H  -0.0302  2.4455  1.8857
H  -2.1765  -0.4179  -5.7158
H  3.5478  0.7711  3.6586
H  -0.1602  -1.4941  -3.9164

Cartesian forces (eV/Å) of the 3 atoms listed first:
Tl 0.8930 -0.5879 1.1179
Cl 0.5867 0.1484 -1.2838
Cl -0.9195 1.1123 -0.8874

The calculation puts the HOMO energy at -9.8 eV. The net charge is +1. The HOMO-LUMO gap is 6.4 eV. Its lowest unoccupied orbital energy is -3.48 eV.

Mulliken atomic charge list, values in e, 99 entries:
1 Tl 1.16
2 Cl -0.57
3 Cl -0.51
4 O 0.52
5 O -0.22
6 O -0.53
7 O -0.45
8 O -0.41
9 O 0.07
10 O -0.17
11 O 1.09
12 N 0.07
13 N -0.49
14 N -0.34
15 N 0.00
16 N 0.10
17 N 0.05
18 C 2.77
19 C 0.46
20 C -0.91
21 C -2.93
22 C -2.21
23 C -1.78
24 C -2.08
25 C -0.93
26 C -0.86
27 C -0.78
28 C -1.94
29 C -1.43
30 C -0.05
31 C -1.06
32 C 0.93
33 C 2.52
34 C -0.48
35 C 0.82
36 C -1.42
37 C -1.26
38 C -1.13
39 C -1.10
40 C -1.61
41 C -0.76
42 C 1.60
43 C -0.92
44 C -1.31
45 C -2.25
46 C -1.48
47 C 2.22
48 C 1.93
49 C -0.61
50 C -0.50
51 C -0.05
52 C -1.77
53 C -1.73
54 H 0.25
55 H 0.07
56 H 0.33
57 H 0.80
58 H -0.06
59 H 0.06
60 H 0.30
61 H 0.40
62 H 0.41
63 H 0.45
64 H 0.49
65 H 0.33
66 H 0.15
67 H 0.43
68 H 0.30
69 H 0.29
70 H 0.08
71 H 0.36
72 H -0.14
73 H 0.18
74 H 0.16
75 H 0.48
76 H 0.55
77 H 0.24
78 H 0.28
79 H 0.29
80 H 0.19
81 H 0.38
82 H 0.35
83 H 0.34
84 H 0.33
85 H 0.48
86 H 0.29
87 H 0.45
88 H -0.25
89 H 0.27
90 H 0.43
91 H 0.32
92 H 0.44
93 H 0.24
94 H 0.84
95 H 0.37
96 H 0.32
97 H 0.06
98 H 0.40
99 H 0.27